[1]
DFT (the ωB97M-V functional and the def2-TZVPD basis) results for a structure of composition C27H20F2NNiO5P at a distorted geometry.

```
57
C27H20F2NNiO5P, DFT the ωB97M-V functional and the def2-TZVPD basis
Ni -11.49490 9.87988 3.75460
O -8.51356 8.39319 6.42537
C -9.63320 8.92118 5.79424
O -9.60802 9.30100 4.61474
C -10.79181 9.07986 6.56897
C -11.01693 9.07212 8.01023
C -12.25152 9.44586 8.54153
C -13.17474 9.94869 7.62864
C -12.90561 10.15478 6.33499
N -11.71618 9.88084 5.84291
C -13.75275 10.92174 5.40894
O -15.08332 11.16227 5.82789
O -13.32317 11.46068 4.42220
H -7.87564 8.67767 5.77203
H -10.29430 8.63805 8.67800
H -12.39515 9.35340 9.60113
H -14.13910 10.42858 8.00731
H -15.31261 10.38478 6.39692
O -9.92539 10.29104 1.55564
C -11.06992 10.38940 1.95290
C -12.19832 10.56601 0.94533
C -12.25453 11.48668 -0.09079
C -13.31353 11.52377 -0.99869
C -14.33628 10.58871 -0.92752
C -14.33487 9.76033 0.13600
C -13.32664 9.87695 1.16283
P -13.17932 8.78450 2.64316
C -12.47968 7.29400 1.90657
C -11.45892 6.74551 2.65679
C -10.94842 5.47511 2.37104
C -11.33870 4.91520 1.13794
C -12.44796 5.37156 0.40473
C -12.97844 6.55743 0.76552
C -14.80952 8.40420 3.45905
C -15.00491 7.16194 4.17291
C -16.39876 6.86390 4.60497
C -17.35754 7.77440 4.27769
C -17.18586 8.87533 3.45883
C -15.83335 9.28828 3.18969
H -11.48115 12.22241 -0.11024
H -13.25381 12.32333 -1.69680
H -15.08465 10.53099 -1.77270
H -15.09820 9.03681 0.16645
H -11.13798 7.21291 3.55261
H -10.12278 5.12002 3.00838
H -10.82617 4.04388 0.72938
H -12.90953 4.81175 -0.42054
H -13.86642 6.90210 0.28369
H -14.69866 6.45965 3.42134
H -16.54656 6.05435 5.32095
H -18.28591 7.62036 4.78188
H -18.04159 9.44968 3.17755
H -15.73142 10.17849 2.58393
F -14.24764 5.68526 5.97457
C -14.10618 6.95497 5.38331
F -14.50734 7.87912 6.30363
H -13.06658 7.16068 5.22068
```

Computed properties:
* Kohn-Sham gap (alpha / beta): 5.71 / 6.59 eV
* E: -95814.168 eV
* expectation value of S²: 2.472
* multiplicity: 3
* total charge: 0

Here are the natural (NBO) charges for atoms 1 to 4, given in e: 0.9142 -0.6780 0.6898 -0.7096



[2]
DFT (the ωB97M-V functional and the def2-TZVPD basis) results for a structure of composition C25H50F3O20Sn2 at a distorted geometry.

```
100
C25H50F3O20Sn2, DFT the ωB97M-V functional and the def2-TZVPD basis
Sn 21.01896 -0.21427 4.52290
Sn 23.06886 -1.27704 0.14409
O 22.53139 3.28889 1.88720
C 22.41051 2.11351 1.29617
O 21.62641 1.24393 1.75775
O 22.93975 1.97000 0.20982
H 23.18049 3.63940 1.27286
O 26.10636 0.06793 3.86362
C 25.14051 -0.20788 3.06029
O 23.99960 -0.57329 3.47062
O 25.37891 -0.15708 1.91774
H 26.60620 0.38408 3.10743
O 19.95289 -4.60283 2.05853
C 20.58732 -3.50700 1.61224
O 20.73530 -3.40604 0.40164
O 21.06919 -2.61378 2.33222
H 19.76296 -4.85335 1.15147
C 22.88997 -9.39859 -2.10833
O 22.04778 -8.30715 -2.44297
C 20.89144 -8.12881 -1.65808
C 21.03082 -7.24574 -0.38440
O 22.00111 -7.69346 0.58389
C 21.98047 -6.92053 1.78055
C 23.01400 -7.54945 2.66186
O 24.35835 -7.20624 2.42042
C 24.92017 -7.86637 1.31553
H 23.36629 -9.40634 -1.12794
H 23.76882 -9.41327 -2.75293
H 22.42475 -10.36867 -2.28326
H 20.56581 -9.12327 -1.35299
H 20.10886 -7.71449 -2.29369
H 20.06212 -7.15775 0.10753
H 21.13010 -6.20404 -0.68952
H 21.02862 -7.03904 2.29826
H 22.11603 -5.86193 1.55901
H 22.99733 -8.63929 2.67057
H 22.74020 -7.25997 3.67642
H 24.46864 -7.65485 0.34627
H 24.93041 -8.94360 1.48155
H 25.95494 -7.52667 1.27119
C 23.36444 -4.96048 -1.47070
O 22.93198 -3.65366 -1.80331
C 22.26453 -3.61307 -3.04450
C 21.53828 -2.21127 -3.22172
O 22.28672 -1.07845 -2.82338
C 21.55216 0.13833 -2.93556
C 20.20745 0.17519 -2.17619
O 20.40512 -0.18077 -0.78210
C 19.19140 -0.10441 -0.01399
H 22.87195 -5.82345 -1.91886
H 23.35342 -5.04566 -0.38409
H 24.38060 -5.13038 -1.82659
H 21.48775 -4.35783 -3.21781
H 23.00783 -3.72454 -3.83392
H 20.67570 -2.27883 -2.55879
H 21.14642 -2.03518 -4.22349
H 21.23321 0.28183 -3.96793
H 22.21215 0.97264 -2.69802
H 19.48194 -0.48733 -2.64821
H 19.86927 1.21001 -2.22991
H 18.71514 0.87602 -0.02074
H 19.46981 -0.39490 0.99902
H 18.47201 -0.81971 -0.41266
C 24.09276 -3.96414 3.03967
O 24.51094 -3.82737 1.65762
C 25.90659 -3.74498 1.49046
C 26.23337 -3.89507 0.04479
O 25.62622 -2.93347 -0.87896
C 26.46915 -2.61146 -1.99884
C 25.84064 -1.46092 -2.84082
O 25.31454 -0.44754 -1.94032
C 26.28754 0.29722 -1.25471
H 24.00817 -2.99926 3.53964
H 24.76331 -4.60580 3.61127
H 23.11462 -4.41011 3.21981
H 26.41006 -4.52469 2.06201
H 26.20673 -2.77462 1.88596
H 26.03449 -4.92347 -0.25682
H 27.32001 -3.84329 -0.02328
H 26.55984 -3.48886 -2.63919
H 27.50951 -2.37841 -1.77211
H 24.94651 -1.75281 -3.39166
H 26.55448 -1.09565 -3.57913
H 27.09011 0.57721 -1.93705
H 26.82362 -0.35343 -0.56379
H 25.94021 1.18736 -0.73021
C 24.38130 1.72851 -4.58307
C 25.51335 2.60897 -3.99740
O 26.77467 2.11343 -4.35389
C 27.93805 2.73388 -4.03929
O 27.94368 3.86916 -3.50076
C 29.25105 1.95337 -4.24353
F 30.12054 2.59219 -5.08016
F 29.80971 1.69025 -3.06381
F 28.93483 0.78680 -4.86204
H 24.46117 0.71072 -4.20123
H 24.40830 1.63589 -5.66880
H 23.48541 2.27336 -4.28537
H 25.43134 2.61940 -2.91053
H 25.41264 3.67650 -4.19323
```

Computed properties:
* Kohn-Sham gap: 4.92 eV
* E: -87486.006 eV
* total charge: +1

Here are the Löwdin charges for atoms 1 to 4, given in e: 1.6078 1.8305 0.1343 -0.8775



[3]
DFT (the ωB97M-V functional and the def2-TZVPD basis) results for a structure of composition C30H29ClCsN3O10P at a distorted geometry.

```
75
C30H29ClCsN3O10P, DFT the ωB97M-V functional and the def2-TZVPD basis
Cs 0.20267 1.82966 -0.70035
O 2.73904 0.96198 4.76485
C 2.51103 1.43575 3.51378
O 1.68463 2.27811 3.29937
C 3.44047 0.84043 2.50046
C 4.61624 0.22363 2.89476
C 5.46519 -0.24761 1.90025
C 5.09378 -0.09104 0.58201
C 3.86066 0.49408 0.28545
N 3.05236 0.96359 1.23188
C 3.40847 0.60982 -1.17259
O 4.26936 0.99736 -1.97204
O 2.21121 0.29107 -1.37248
H 2.09729 1.41616 5.32990
H 4.85825 0.12965 3.94292
H 6.40336 -0.72173 2.16110
H 5.72306 -0.40599 -0.23892
O -2.72233 4.25365 -2.78726
Cl -2.21105 3.98900 -1.47261
O -2.86862 4.82384 -0.49235
O -2.40856 2.59751 -1.13701
O -0.78205 4.26380 -1.44536
O -1.67940 -0.13288 2.46249
N -1.58168 -0.97168 1.38223
C -1.70762 -2.17980 1.74647
C -1.65187 -3.31596 0.81303
C -2.38291 -4.44331 1.19931
C -2.44418 -5.57108 0.40408
C -1.75089 -5.58655 -0.79788
C -1.00318 -4.48358 -1.17559
C -0.92822 -3.33031 -0.39133
P 0.17850 -1.90500 -0.84933
C 1.35533 -2.77221 -1.96790
C 1.14357 -3.05187 -3.31599
C 2.10909 -3.70998 -4.06397
C 3.30431 -4.09811 -3.47486
C 3.53181 -3.81647 -2.13547
C 2.56690 -3.15063 -1.39411
C -0.91992 -1.06653 -2.06488
C -0.40467 -0.25641 -3.08001
C -1.25383 0.39910 -3.96042
C -2.63113 0.29832 -3.82812
C -3.15488 -0.47723 -2.80581
C -2.30756 -1.15967 -1.94321
H -1.52386 0.77303 2.12151
H -1.91472 -2.40106 2.79423
H -2.91900 -4.41610 2.14133
H -3.02413 -6.42943 0.71933
H -1.78349 -6.46011 -1.43722
H -0.45058 -4.52494 -2.10382
H 0.21716 -2.74860 -3.78820
H 1.92887 -3.91427 -5.11246
H 4.06112 -4.60400 -4.06146
H 4.47015 -4.09651 -1.67291
H 2.75846 -2.89693 -0.35710
H 0.66550 -0.09849 -3.16309
H -0.83255 1.02821 -4.73497
H -3.28525 0.84389 -4.49546
H -4.22643 -0.54610 -2.66595
H -2.74335 -1.75675 -1.15252
C -2.56186 5.69361 2.85004
N -2.40984 4.25256 2.73901
C -3.58722 3.39888 2.83465
C -1.32367 3.69500 2.16032
C -0.14213 4.55600 1.80668
O -1.32001 2.49569 1.88239
H -3.52455 5.90418 3.30928
H -2.53544 6.17681 1.87060
H -1.79007 6.12740 3.48610
H -4.42878 3.99667 3.17608
H -3.41805 2.58273 3.53800
H -3.82116 2.96559 1.86098
H -0.03776 5.44322 2.42604
H -0.28355 4.86426 0.76732
H 0.75415 3.94467 1.88674
```

Computed properties:
* Kohn-Sham gap: 7.62 eV
* E: -78881.642 eV
* total charge: -1

Here are the Löwdin charges for atoms 1 to 4, given in e: 1.3982 0.0925 -0.4473 0.1200



[4]
DFT (the ωB97M-V functional and the def2-TZVPD basis) results for the ion C8H8N2O2 with charge +2 at a distorted geometry.

```
20
C8H8N2O2, DFT the ωB97M-V functional and the def2-TZVPD basis
C 2.75445 -0.64471 0.79160
C 2.92152 -0.33334 -0.54098
C 1.52231 -0.55470 1.44307
C 1.83202 0.03233 -1.31964
C 0.39761 -0.32465 0.63178
C 0.56525 0.09955 -0.69930
C -1.81266 -0.02994 -0.13950
C -2.96655 1.01141 0.11367
N -0.94297 -0.41641 0.99662
N -0.64540 0.25010 -1.27371
O -1.35092 -0.65820 2.08485
O -0.79830 0.61304 -2.36955
H 3.62917 -0.86070 1.33266
H 3.85579 -0.43651 -0.94146
H 1.37134 -0.87580 2.42839
H 1.94515 0.31206 -2.45068
H -2.28728 -0.97897 -0.57838
H -2.62985 2.13823 0.37903
H -3.69084 0.52732 0.81493
H -3.66985 1.12989 -0.70339
```

Computed properties:
* Kohn-Sham gap (alpha / beta): 7.37 / 7.37 eV
* E: -15475.902 eV
* total charge: +2

Here are the natural (NBO) charges for atoms 1 to 4, given in e: -0.0742 -0.0943 -0.0674 -0.0705